# 1
Formula: C31H29O9S3
Source: the Open Molecules 2025 dataset
Level of theory: the ωB97M-V functional and the def2-TZVPD basis

```
72
Properties=species:S:1:pos:R:3:forces:R:3:lowdin_charge:R:1
C -3.08462 3.05349 1.44618 0.255 -0.288 -0.175 -0.08
C -2.37353 2.78791 0.26687 -0.212 0.337 0.202 -0.07
C -1.01950 2.46648 0.32557 0.321 0.203 -0.083 -0.06
C -0.39342 2.37821 1.56934 -0.577 -0.083 0.209 -0.28
S 1.31516 1.91731 1.63706 -0.631 1.020 -0.768 0.68
C 1.22521 0.20870 1.27871 0.308 -1.146 0.232 -0.28
C 0.13291 -0.47677 0.88286 1.217 0.484 0.924 -0.03
C 0.01771 -1.91080 1.21687 -0.018 -1.824 -0.275 -0.22
C 0.21912 -2.91912 0.25635 -0.010 0.670 -0.145 -0.02
C 0.10158 -4.26724 0.57826 -0.112 -0.103 0.219 -0.08
C -0.24204 -4.65347 1.87845 -0.084 0.479 -0.113 -0.09
C -0.41436 -3.66439 2.86123 0.002 -0.305 -0.252 -0.09
C -0.26977 -2.32229 2.53812 -0.038 0.785 -0.482 -0.05
S 2.76985 -0.73658 1.58328 0.240 0.243 0.348 0.74
C 4.06759 0.44068 2.00666 0.133 0.008 -0.161 -0.29
C 4.79326 1.08416 1.00235 -0.265 -0.022 0.245 -0.05
C 5.77115 2.01061 1.36803 0.008 -0.156 0.040 -0.07
C 6.05653 2.24548 2.71607 -0.204 -0.208 -0.082 -0.08
C 5.36505 1.54271 3.70683 -0.063 -0.171 -0.134 -0.07
C 4.36953 0.63466 3.35569 -0.069 0.068 -0.146 -0.07
O 2.60865 -1.52957 2.78293 -0.016 -0.078 -0.541 -0.30
O 3.11633 -1.33029 0.30736 -0.146 0.163 0.715 -0.29
O 2.00731 2.60039 0.57275 0.102 -0.111 0.457 -0.27
O 1.75479 2.05986 3.00800 -0.039 -0.194 -0.298 -0.30
C -1.11341 2.54052 2.75765 -0.023 -0.030 -0.138 -0.06
C -2.46416 2.89101 2.69015 0.114 0.038 -0.009 -0.09
H -4.13538 3.34989 1.38590 0.336 -0.156 0.059 0.10
H -2.87098 2.82771 -0.70363 0.176 -0.044 0.270 0.10
H -0.45471 2.24769 -0.58665 -0.242 0.134 0.265 0.10
H -0.68860 0.04693 0.41076 -0.206 0.043 0.130 0.09
H 0.47610 -2.58591 -0.75381 -0.171 -0.317 0.417 0.11
H 0.26706 -5.01223 -0.20790 -0.104 0.240 0.367 0.11
H -0.41618 -5.70536 2.11132 0.194 0.282 0.013 0.09
H -0.66495 -3.94520 3.88680 0.081 0.073 -0.317 0.10
H -0.39365 -1.53515 3.29001 0.052 -0.407 -0.137 0.12
H 4.57344 0.85545 -0.04020 0.022 0.198 0.251 0.12
H 6.31281 2.53946 0.58597 -0.074 -0.089 0.205 0.10
H 6.82693 2.96405 2.99792 -0.206 -0.164 -0.106 0.10
H 5.58643 1.68279 4.76375 0.034 0.081 -0.261 0.10
H 3.81754 0.07744 4.11176 0.117 0.217 -0.233 0.12
H -0.61048 2.38411 3.71273 -0.139 0.115 -0.262 0.11
H -3.03041 3.02778 3.61543 0.182 0.010 -0.325 0.10
C -1.97915 2.16268 -6.11476 -0.262 -0.004 -0.244 -0.08
C -0.75030 2.21941 -5.24997 -0.346 -0.161 0.917 -0.21
O -1.14403 1.46248 -4.06404 0.937 1.312 -1.262 -0.08
C -0.21611 1.34539 -3.08839 -0.379 -2.085 2.096 -0.51
C -0.62602 0.26072 -2.11483 -2.645 3.862 -1.607 -0.37
O 0.28815 -0.63433 -1.80557 3.234 -2.647 0.979 -0.22
C 1.42695 -1.07895 -2.71434 -2.110 0.478 0.857 0.02
S -2.38655 -0.23950 -2.36983 3.246 0.386 -0.751 0.73
C -2.87848 -1.28872 -1.01320 -0.162 -0.200 0.131 -0.27
C -3.05302 -2.63563 -1.31961 0.132 0.035 0.199 -0.06
C -3.42280 -3.52458 -0.31807 -0.049 0.096 0.159 -0.09
C -3.61266 -3.06581 0.98629 0.151 0.014 -0.012 -0.09
C -3.47081 -1.70424 1.28078 -0.011 0.041 -0.122 -0.08
C -3.13801 -0.79833 0.27067 0.059 -0.245 -0.097 -0.06
O -3.22457 0.93965 -2.31678 -0.395 -0.072 0.152 -0.34
O -2.38229 -1.10168 -3.53632 -1.240 -0.651 -0.441 -0.36
O 0.85591 1.94567 -3.03309 -0.630 -0.191 -0.662 0.04
H -1.81796 2.68601 -7.06024 -0.017 -0.046 -0.017 0.07
H -2.23295 1.11448 -6.31074 0.013 0.220 -0.032 0.08
H -2.82994 2.62022 -5.59802 0.159 -0.071 -0.080 0.08
H 0.11516 1.74496 -5.73596 -0.173 0.053 0.278 0.12
H -0.47501 3.24421 -4.96816 -0.011 -0.233 -0.039 0.12
H 2.18438 -1.42452 -2.01398 0.021 0.098 -0.092 0.06
H 1.03682 -1.90578 -3.31203 0.171 0.140 -0.226 0.08
H 1.75854 -0.22130 -3.29946 0.020 -0.181 0.014 0.08
H -2.88699 -2.97232 -2.34111 0.012 0.152 0.241 0.11
H -3.53747 -4.57643 -0.57712 -0.014 0.177 0.227 0.10
H -3.84089 -3.77823 1.78257 0.018 0.255 -0.221 0.10
H -3.59916 -1.33981 2.30543 -0.036 -0.176 -0.383 0.11
H -3.07262 0.27313 0.47608 0.064 -0.351 -0.088 0.10
```
Positions in Å, forces in eV/Å.

Properties
frontier orbital gap: 5.67 eV
HOMO level: -3.031 eV
total charge: -1
M: 641.8 g mol⁻¹
max |F|: 0.096 Eh/bohr
energy: -83547.6748 eV

=====

# 2
Formula: C31H30AsN8O2PtS2
Source: the Open Molecules 2025 dataset
Level of theory: the ωB97M-V functional and the def2-TZVPD basis

```
75
Properties=species:S:1:pos:R:3:forces:R:3:lowdin_charge:R:1
Pt -0.10985 -2.16708 0.33287 1.310 -1.219 -0.878 0.68
N -0.33216 5.15691 3.47877 -0.029 -0.338 -0.113 0.12
C -0.77561 3.85092 3.37190 0.058 0.270 0.002 -0.33
C -0.30134 2.86780 4.24962 0.057 -0.020 0.102 -0.03
C -0.67882 1.54914 4.09602 -0.137 -0.074 -0.073 -0.05
C -1.54638 1.19526 3.06238 0.314 0.178 0.048 -0.31
C -2.03696 2.16199 2.19038 -0.131 0.082 0.257 -0.08
C -1.65592 3.48211 2.34799 -0.067 0.040 -0.030 -0.03
S -2.01339 -0.47567 2.85695 -0.053 -0.371 -0.022 0.61
O -3.05274 -0.49939 1.87441 0.012 0.066 -0.104 -0.29
O -2.21901 -1.05818 4.14744 0.056 0.008 -0.001 -0.27
N -0.72253 -1.26792 2.15266 -0.352 0.182 -0.094 -0.21
C 0.12547 -2.03551 2.88374 -0.126 0.379 0.419 -0.50
N 0.57100 -3.05871 2.11395 -0.306 0.768 -0.082 -0.05
C 1.43483 -3.92577 2.63853 0.052 -0.197 -0.636 -0.12
C 1.87674 -3.78138 3.92920 -0.036 0.071 0.258 -0.04
C 1.40184 -2.67135 4.63219 -0.054 0.134 -0.087 -0.09
N 0.54922 -1.79076 4.12607 0.022 -0.155 -0.077 0.16
H 0.07492 5.45033 4.34843 -0.031 0.017 0.045 0.10
H -0.83387 5.86697 2.97625 -0.057 0.032 0.049 0.09
H 0.35876 3.15478 5.06182 -0.016 -0.040 -0.060 0.12
H -0.32595 0.77912 4.77435 -0.001 0.082 -0.035 0.11
H -2.72368 1.86608 1.40466 0.014 0.054 0.060 0.11
H -2.04042 4.24715 1.68020 0.020 -0.093 0.020 0.12
H 1.75869 -4.73939 2.00054 0.035 0.053 -0.054 0.12
H 2.57142 -4.48210 4.36840 -0.071 0.004 -0.003 0.11
H 1.75048 -2.46405 5.63940 -0.030 -0.052 -0.029 0.12
C 5.40903 -0.26074 -0.63606 -0.028 -0.038 -0.083 0.02
C 4.46516 -1.28148 -1.15093 0.027 0.005 0.082 -0.31
N 4.61024 -1.97959 -2.22928 -0.286 -0.200 0.120 0.16
N 3.49440 -2.77508 -2.25253 0.380 -0.091 -0.521 0.04
C 2.66794 -2.58751 -1.23679 -0.524 -0.150 0.058 -0.68
S 1.21878 -3.50395 -1.01142 0.132 0.239 -0.065 0.58
N 3.28288 -1.62607 -0.51211 0.084 0.340 0.281 -0.07
N 2.78037 -1.07199 0.65334 -0.103 -0.083 0.072 0.14
H 6.29195 -0.25864 -1.27058 -0.015 0.002 0.016 0.10
H 5.70598 -0.48619 0.38859 -0.011 0.001 -0.007 0.09
H 4.95639 0.73132 -0.65765 -0.013 -0.008 0.037 0.07
H 3.35883 -3.42805 -3.00747 -0.001 0.007 -0.016 0.16
H 2.87692 -0.06288 0.64201 -0.098 0.053 -0.091 0.09
H 3.22121 -1.48422 1.46561 0.120 0.032 0.026 0.11
C -1.54834 0.21378 -6.27608 0.006 0.006 0.040 -0.06
C -1.74798 -1.07399 -5.79226 -0.009 0.010 -0.009 -0.07
C -1.42508 -1.37664 -4.47824 0.087 0.130 -0.089 -0.10
C -0.90843 -0.38175 -3.65239 0.262 -0.779 -0.177 -0.37
C -0.71200 0.90825 -4.12251 -0.096 -0.014 -0.201 -0.11
C -1.03440 1.19950 -5.44405 -0.027 -0.032 0.030 -0.06
As -0.72398 -0.77382 -1.77016 -0.985 0.623 2.221 1.29
C -2.59722 -0.55806 -1.27506 -0.023 0.401 -0.401 -0.39
C -3.26330 -1.66406 -0.76888 -0.188 0.031 -0.286 -0.16
C -4.63068 -1.60630 -0.52606 -0.039 0.051 -0.072 -0.07
C -5.33938 -0.45575 -0.82685 0.047 -0.018 0.076 -0.06
C -4.68182 0.64973 -1.35887 -0.027 0.041 0.060 -0.07
C -3.31726 0.60165 -1.57956 0.242 -0.060 0.079 -0.10
C 0.33273 0.74041 -1.15862 0.276 -0.094 -0.287 -0.39
C 1.48027 1.07387 -1.88029 0.110 0.009 0.134 -0.14
C 2.40935 1.96181 -1.34837 -0.024 -0.079 0.055 -0.10
C 2.19042 2.52987 -0.09538 0.024 -0.074 0.002 -0.08
C 1.05121 2.19070 0.62731 0.043 0.049 -0.011 -0.05
C 0.13820 1.28835 0.09764 -0.117 0.071 -0.045 -0.11
H -1.79963 0.45062 -7.30279 0.010 -0.010 0.052 0.11
H -2.16222 -1.84061 -6.43573 0.037 0.036 0.024 0.11
H -1.58546 -2.37560 -4.09521 -0.027 -0.052 0.000 0.11
H -0.32722 1.68368 -3.47814 -0.038 0.060 -0.016 0.10
H -0.88979 2.20594 -5.81711 -0.003 -0.039 0.006 0.11
H -2.74413 -2.59693 -0.62271 0.194 -0.130 0.264 0.07
H -5.13877 -2.46168 -0.09928 0.025 0.002 -0.060 0.11
H -6.40691 -0.41552 -0.64964 0.037 0.003 0.002 0.11
H -5.23947 1.54579 -1.60538 0.042 -0.034 0.026 0.11
H -2.80607 1.46209 -1.99725 -0.020 0.013 -0.029 0.10
H 1.64575 0.65120 -2.86421 0.093 -0.034 0.005 0.10
H 3.30481 2.20405 -1.90983 -0.084 0.081 -0.034 0.11
H 2.90233 3.24044 0.30911 -0.033 -0.041 0.001 0.11
H 0.86410 2.62619 1.60328 0.030 -0.039 -0.087 0.10
H -0.73445 1.01656 0.66974 0.059 -0.059 -0.066 0.06
```
Positions in Å, forces in eV/Å.

Properties
frontier orbital gap: 7.00 eV
HOMO level: -10.314 eV
total charge: +1
M: 880.8 g mol⁻¹
max |F|: 0.049 Eh/bohr
energy: -134399.3910 eV

=====

# 3
Formula: C31H30F3LuN2O4S3
Source: the Open Molecules 2025 dataset
Level of theory: the ωB97M-V functional and the def2-TZVPD basis

```
74
Properties=species:S:1:pos:R:3:forces:R:3:lowdin_charge:R:1
Lu -2.18304 1.32592 -0.24797 -0.148 1.034 0.211 1.30
N -1.77681 3.75061 0.53746 2.763 -0.353 0.555 -0.11
C -1.01766 3.79207 1.82686 0.295 -1.363 -0.387 -0.18
C -1.51073 2.70266 2.79901 -0.274 -0.791 -2.016 -0.62
O -1.30120 2.76208 4.00159 0.318 0.544 1.471 -0.03
N -2.13777 1.74892 2.12514 -0.640 -0.804 -0.328 -0.08
C -2.82431 0.69868 2.87902 0.190 1.373 0.297 -0.17
C -3.85363 -0.02010 2.05076 -1.052 0.425 -0.124 -0.74
O -4.57880 -0.87586 2.56190 0.276 -0.289 0.212 -0.03
O -3.97932 0.41163 0.85379 0.662 -0.182 -1.187 -0.20
H -1.30727 4.39863 -0.10128 -0.619 -0.364 -0.066 0.06
H -2.69068 4.04240 0.73360 -1.600 0.712 0.011 0.04
H -1.09665 4.70618 2.34112 -0.331 1.496 0.617 0.08
H 0.06676 3.65035 1.66863 -0.469 -0.187 -0.323 0.10
H -3.34303 1.09153 3.77093 0.188 -0.032 -0.201 0.13
H -2.13142 -0.01902 3.24477 0.816 -0.908 0.559 0.09
C -4.33919 3.40891 -4.55962 -0.522 1.739 -1.541 -0.20
C -3.72166 2.50527 -3.57301 1.327 -0.635 1.059 -0.84
S -3.09939 3.27303 -2.10257 -0.257 -0.156 0.347 0.39
C -3.49728 1.19333 -3.80448 0.699 -0.108 0.269 -0.77
C -3.81620 0.55137 -5.12860 0.388 -0.789 0.141 -0.18
S -2.58184 0.11242 -2.68348 -0.816 0.520 -0.359 0.47
H -4.00253 4.49479 -4.60939 -0.254 -1.264 0.954 0.07
H -5.43023 3.40980 -4.48776 -0.156 0.217 0.253 0.07
H -4.16751 3.14910 -5.60115 0.209 -0.675 -0.264 0.04
H -3.13952 0.81861 -5.93245 0.907 0.034 -0.021 0.06
H -4.71342 0.93933 -5.53609 -1.503 0.035 -0.157 0.03
H -3.82720 -0.55941 -5.07061 -0.191 0.785 0.031 0.06
O -1.08319 -0.77119 0.17702 -0.885 0.142 0.338 -0.65
S -1.59123 -2.03429 0.85735 -0.504 0.147 -1.631 1.05
C -0.00852 -2.71665 1.33846 0.404 -0.475 -2.714 -0.29
C 0.41758 -1.96357 2.50632 -0.038 -0.459 -0.610 -0.33
C 0.30133 -2.50587 3.75998 -0.571 -1.221 -0.558 -0.07
C 0.86472 -1.87308 4.78976 1.095 1.607 1.887 -0.10
C 1.43625 -0.60224 4.60474 0.087 -1.190 0.528 -0.08
C 1.50545 -0.07003 3.34539 0.541 1.348 -0.220 -0.05
C 0.97385 -0.74231 2.24644 0.232 1.330 0.603 -0.03
C -2.04649 -3.11802 -0.61421 1.216 0.257 -0.301 -0.22
C -0.80624 -3.31420 -1.48833 0.383 0.429 0.534 -0.26
C -0.29665 -2.21510 -2.24015 -0.625 -0.290 1.090 -0.06
C 0.98453 -2.24402 -2.76576 -0.614 0.176 0.164 -0.07
C 1.78132 -3.35720 -2.51736 1.311 0.812 -0.770 -0.13
C 1.31315 -4.43651 -1.83004 -2.318 -1.286 0.485 -0.11
C -0.02021 -4.47103 -1.31269 1.286 2.932 -2.023 -0.06
H 0.67039 -2.43740 0.48077 -0.812 -0.255 0.632 0.11
H 0.01602 -3.80553 1.31651 -0.292 -0.053 0.703 0.11
H -0.23000 -3.43576 3.90703 0.137 -0.250 -0.128 0.12
H 0.95874 -2.33946 5.75831 -0.388 0.015 0.262 0.10
H 1.84944 -0.12140 5.48008 0.143 0.272 -0.156 0.10
H 2.03463 0.88711 3.23542 -0.528 -0.305 -0.196 0.12
H 0.86948 -0.25539 1.26052 0.437 -0.453 0.588 0.09
H -2.86622 -2.61066 -1.11752 0.006 0.332 0.081 0.08
H -2.39743 -4.04432 -0.19572 -0.194 -0.532 0.219 0.08
H -0.89991 -1.29670 -2.27878 0.427 -0.642 -0.374 -0.03
H 1.28844 -1.36543 -3.33698 0.301 -0.344 0.213 0.12
H 2.82768 -3.38569 -2.86949 -0.643 0.057 0.045 0.10
H 1.86866 -5.35156 -1.84877 0.512 -0.298 0.389 0.08
H -0.48751 -5.28385 -0.87168 -0.321 -1.693 0.996 0.08
F 7.64314 0.52431 -0.51473 0.268 0.028 0.198 0.11
C 6.92515 0.42021 0.63715 1.131 -1.295 0.102 -0.52
F 7.31283 -0.82148 1.17057 -0.872 1.451 -0.537 0.07
F 7.41982 1.35446 1.47802 0.007 -0.306 -0.113 0.11
C 5.49447 0.61154 0.34491 0.571 -0.528 0.834 -0.18
C 5.08850 1.89340 0.17737 1.276 3.384 -0.248 -0.05
C 3.80360 2.20695 -0.14934 -0.757 0.439 0.256 -0.04
C 2.83470 1.22000 -0.27610 0.969 -0.785 0.261 -0.26
C 3.27955 -0.12112 -0.09854 -1.990 0.667 -0.600 -0.02
C 4.56014 -0.39449 0.22843 0.585 -0.374 -0.260 -0.03
C 1.49050 1.52070 -0.46396 -0.637 -0.012 -0.060 -0.19
C 0.27563 1.64710 -0.43559 -0.681 -0.043 -0.135 -0.07
H 5.77584 2.81289 0.25910 -0.734 -1.852 0.052 0.15
H 3.50645 3.24496 -0.17782 -0.067 0.050 -0.257 0.11
H 2.51823 -0.89748 -0.23463 0.493 0.145 0.125 0.11
H 4.84492 -1.40386 0.32247 0.446 -1.093 0.287 0.11
```
Positions in Å, forces in eV/Å.

Properties
frontier orbital gap: 5.06 eV
HOMO level: -1.071 eV
total charge: -2
M: 822.8 g mol⁻¹
max |F|: 0.074 Eh/bohr
energy: -118086.7702 eV

=====

The highest HOMO level belongs to which entry? C31H30F3LuN2O4S3

=====

Which formula does entry 1 have? C31H29O9S3

=====

Which of these has the highest M? C31H30AsN8O2PtS2